1.
C4H5Cl2NOS in the gas phase. Source: the OMol25 dataset; level of theory: ωB97M-V with the def2-TZVPD basis set.

Calculated values
Gap between HOMO and LUMO (spin up / spin down): 7.5 / 7.5 eV
Energy: -43642.70733 eV
Energy relative to the best compared isomer or geometry (same formula, charge and spin): 2.1083 eV

Element x y z (Å)
C  0.05090  -0.17739  1.57240
C  -0.87554  0.37620  0.81559
C  1.48022  -0.03950  1.03023
C  -1.26452  0.09920  -1.51110
N  -0.72029  0.84236  -0.41846
O  1.28825  -0.86125  -1.61020
S  1.63821  0.27682  -0.85045
Cl  2.34269  -1.56172  1.26340
Cl  2.44424  1.39486  1.61096
H  -0.16983  -0.37007  2.67282
H  -1.93623  0.53420  1.06810
H  -1.21572  0.61615  -2.42944
H  -0.75549  -0.84461  -1.88294
H  -2.30687  -0.28527  -1.33092

Cartesian forces, eV/Å:
C 1.365 0.944 1.942
C -1.939 -0.386 0.129
C -0.399 -0.580 -0.333
C -0.965 -1.643 -0.037
N 3.016 0.421 -3.006
O 0.054 -2.913 -1.699
S -2.685 3.012 2.857
Cl 0.401 -0.091 0.372
Cl -0.565 -0.616 0.093
H 0.756 0.022 -1.678
H 0.312 -0.587 0.732
H -0.388 1.401 -0.798
H 0.269 0.410 1.335
H 0.766 0.606 0.092



2.
A molecular structure, C24H68As2ClF12N5O5. Source: the OMol25 dataset; level of theory: ωB97M-V with the def2-TZVPD basis set.

Calculated values
Gap between HOMO and LUMO: 8.8 eV
Total charge: +2
Energy: -210477.08003 eV

Element x y z (Å)
Cl  -19.38096  17.60398  -11.55724
C  -23.33758  16.19255  -13.13179
C  -24.81661  15.41380  -13.04976
N  -25.59899  15.37229  -14.40403
C  -26.07715  16.82939  -14.74717
C  -24.64701  14.84081  -15.54282
C  -25.33440  14.65272  -16.92799
C  -26.81283  14.35832  -14.21427
C  -27.53182  14.32702  -12.87987
O  -28.31081  15.53248  -12.81636
C  -28.27266  16.17573  -11.57133
H  -23.50780  17.26119  -13.26265
H  -22.55991  15.77547  -13.77161
H  -22.89291  16.14396  -12.13780
H  -25.47021  15.88823  -12.31776
H  -24.74732  14.41857  -12.61065
H  -25.20194  17.42632  -15.00365
H  -26.83381  17.20184  -14.05663
H  -26.56384  16.74657  -15.71896
H  -24.27612  13.91689  -15.09909
H  -23.84126  15.57406  -15.50799
H  -25.50210  15.64769  -17.34033
H  -26.19720  13.99893  -17.05539
H  -24.60701  14.28783  -17.65315
H  -26.42503  13.34934  -14.35447
H  -27.52005  14.47749  -15.03509
H  -26.87364  14.09988  -12.04123
H  -28.20153  13.46890  -12.93660
H  -28.57955  15.45920  -10.80942
H  -28.75804  17.15126  -11.54239
H  -27.23937  16.38505  -11.29459
C  -19.77678  21.03651  -9.85001
C  -20.49804  21.66963  -11.01906
C  -19.39658  22.19467  -11.96397
O  -20.04221  22.73789  -13.09402
C  -19.11646  22.75112  -14.17490
N  -21.42114  20.67036  -11.67459
H  -20.90953  19.82993  -11.90273
H  -22.20303  20.49764  -11.05903
H  -21.80300  21.05820  -12.52539
H  -20.42199  20.37094  -9.27659
H  -19.32643  21.79983  -9.21548
H  -18.97485  20.38175  -10.19105
H  -21.16659  22.49315  -10.76815
H  -18.78116  21.30397  -12.09047
H  -18.94996  23.03526  -11.43290
H  -19.53813  23.22162  -15.06311
H  -18.91108  21.73663  -14.51656
H  -18.19267  23.30628  -14.01208
C  -20.46545  16.97146  -15.38242
C  -19.81378  18.31940  -15.82898
C  -18.34368  18.31918  -15.22500
O  -17.69064  19.51523  -15.51672
C  -16.46868  19.76477  -14.84767
N  -19.77839  18.50585  -17.32700
H  -20.77313  18.48079  -17.50015
H  -19.34920  19.34950  -17.67934
H  -19.39427  17.66747  -17.73892
H  -20.26711  16.68870  -14.34859
H  -20.05872  16.17287  -16.00285
H  -21.53836  16.94680  -15.57307
H  -20.44066  19.14604  -15.49466
H  -17.87349  17.47469  -15.72884
H  -18.31281  18.07235  -14.16376
H  -16.41238  19.54092  -13.78239
H  -16.22314  20.79948  -15.08682
H  -15.70226  19.11463  -15.26959
C  -19.85038  17.44989  -7.79521
C  -20.81371  16.34132  -7.65396
C  -22.03551  16.66121  -6.87355
O  -22.96095  15.61988  -6.83748
C  -24.18176  16.02695  -6.13626
N  -21.27373  15.68778  -9.02706
H  -21.80126  14.86029  -8.78820
H  -21.97541  16.32010  -9.38473
H  -20.54331  15.61875  -9.72121
H  -19.60185  17.55275  -6.73893
H  -20.17339  18.41990  -8.17318
H  -18.93492  17.15186  -8.30630
H  -20.37390  15.51565  -7.09455
H  -22.38893  17.58359  -7.33443
H  -21.78770  17.05323  -5.88714
H  -23.96504  16.81722  -5.41751
H  -24.61783  15.23504  -5.52731
H  -24.97725  16.32513  -6.81918
C  -15.43742  16.51507  -9.58950
C  -15.61370  15.53394  -10.78148
C  -16.54544  14.33421  -10.46359
O  -17.08785  13.70493  -11.54717
C  -18.06561  12.71227  -11.04864
N  -16.17375  16.34788  -11.97693
H  -17.03703  16.82984  -11.77064
H  -15.44765  16.98121  -12.27989
H  -16.43444  15.68131  -12.68955
H  -16.42888  16.90524  -9.35952
H  -14.78007  17.36997  -9.74804
H  -15.22173  15.98713  -8.66060
H  -14.61579  15.28035  -11.13920
H  -17.37617  14.78330  -9.91923
H  -15.87015  13.72532  -9.86248
H  -18.50927  12.04788  -11.79015
H  -18.91927  13.26714  -10.65944
H  -17.56152  12.04218  -10.35223
As  -13.15047  19.61621  -11.69332
F  -13.79650  21.12477  -12.38397
F  -11.78194  20.45654  -10.88228
F  -12.57905  17.97745  -11.13057
F  -14.59076  18.68239  -12.44690
F  -12.13086  19.34303  -13.15236
F  -14.11415  19.76013  -10.22409
As  -24.46722  18.98348  -9.58026
F  -22.80037  19.31533  -9.17000
F  -24.87201  20.67655  -9.23245
F  -26.19484  18.83552  -10.01448
F  -23.93537  17.24940  -9.86366
F  -24.86731  18.60320  -7.85670
F  -24.00847  19.39851  -11.24644

Cartesian forces, eV/Å:
Cl -0.172 -0.132 -0.150
C -2.205 -0.885 0.982
C 1.696 1.058 -0.770
N -0.480 0.127 0.791
C -0.010 -1.856 -1.193
C -1.596 -0.213 0.916
C 1.197 0.983 0.109
C 0.889 -0.211 -0.332
C -0.717 1.135 -0.940
O 0.507 -0.423 -0.528
C 1.065 -0.414 1.161
H 0.044 -0.084 -0.416
H -0.553 -0.080 -0.331
H -0.312 -0.158 0.199
H 0.183 0.668 -0.347
H 0.424 -0.311 -0.761
H 0.012 0.134 0.920
H 0.630 -0.066 0.327
H -0.309 -0.217 0.102
H 0.074 -0.100 -0.278
H -0.080 -0.131 -0.599
H -0.654 -0.011 0.062
H -0.010 0.199 0.645
H 0.342 -0.366 0.328
H 0.606 0.076 -0.104
H 0.079 0.583 0.123
H 0.009 0.581 0.228
H -0.184 -0.108 -0.068
H -0.697 0.419 0.288
H -0.518 -0.483 -0.310
H 0.399 0.238 0.009
C -0.215 -0.495 0.368
C 0.536 0.735 0.082
C -2.397 0.030 1.012
O 0.836 -0.585 -0.799
C -0.301 0.138 -1.320
N 0.783 0.959 -0.129
H 0.189 -0.965 0.156
H -0.418 -0.669 0.433
H -0.039 0.337 -0.438
H -0.200 0.376 0.256
H -0.215 -0.056 0.049
H 0.104 0.065 -0.227
H 0.107 -0.016 0.331
H 0.684 0.403 -0.831
H 0.745 -0.422 0.149
H -0.553 0.265 0.307
H 0.392 -0.266 0.323
H 0.061 -0.153 0.614
C 0.116 0.266 -1.614
C 1.475 -0.210 2.778
C -0.702 0.295 -0.956
O -1.441 0.073 -0.153
C 1.143 -0.298 -0.481
N -1.004 -1.407 1.170
H -0.342 0.357 -1.060
H 0.399 0.439 0.113
H 0.536 -0.159 -0.537
H 0.113 0.587 0.081
H 0.190 -0.217 -0.015
H -0.108 0.208 0.138
H 0.377 0.161 0.283
H 0.444 -0.364 -0.246
H -0.588 0.204 0.236
H -0.704 0.318 0.206
H 0.097 -0.147 0.351
H 0.253 0.074 -0.227
C 0.870 0.254 0.599
C -0.216 -2.389 -0.511
C -0.813 1.982 -0.274
O -0.725 -0.034 0.368
C -0.069 -0.198 0.163
N -0.408 1.496 1.784
H 0.170 -0.691 -0.095
H -0.496 0.641 -0.508
H 0.458 -0.247 -0.192
H 0.498 0.635 0.034
H -0.426 -0.339 -0.098
H -0.088 0.006 -0.078
H 0.550 -0.262 -0.505
H -1.012 0.089 -0.359
H 0.481 -0.528 0.377
H 0.086 0.230 -0.285
H 0.602 -0.537 -0.259
H 0.430 0.303 -0.229
C -1.371 -0.641 -0.033
C 0.135 1.281 -0.440
C 1.211 2.236 0.797
O -1.137 -1.997 -1.217
C 0.602 0.539 -0.576
N 0.144 -1.560 0.951
H -0.621 0.726 0.524
H 0.469 0.941 -0.348
H 0.213 -0.287 -0.496
H -0.258 0.351 -0.180
H 0.261 -0.357 -0.217
H 0.637 -0.174 -0.218
H -0.129 -0.552 -0.005
H 0.000 -0.129 0.848
H -0.503 -0.525 0.408
H 0.641 0.440 -0.735
H 0.143 -0.009 0.638
H -0.198 0.315 0.402
As 2.231 -0.432 -0.025
F 0.350 -1.563 0.671
F -1.844 -1.034 -1.044
F -0.843 1.622 -0.387
F 0.767 0.556 0.291
F -1.588 0.372 1.396
F 0.275 -0.066 -1.006
As -2.102 1.220 2.088
F 0.165 -0.160 0.022
F 0.829 -1.187 -0.534
F 1.994 -0.948 -0.118
F -0.817 1.356 -0.011
F 0.743 -0.075 -2.166
F -0.301 -0.479 0.324



3.
A molecular structure, C2H3BeLiO2. Source: the OMol25 dataset; level of theory: ωB97M-V with the def2-TZVPD basis set.

Calculated values
Gap between HOMO and LUMO (spin up / spin down): 6.5 / 5.4 eV
Energy: -6819.76310 eV
Energy relative to the best compared isomer or geometry (same formula, charge and spin): 5.1594 eV

Element x y z (Å)
H  -1.08913  1.61218  0.76311
O  -0.45822  -1.19875  0.74598
C  -0.23797  0.13105  0.54524
C  0.47788  0.44260  -0.56749
O  1.03176  -0.55135  -1.30032
Li  -1.07428  -1.02110  -0.93526
Be  0.95178  -1.60992  -0.00995
H  -0.17026  0.72374  1.69110
H  0.56845  1.47155  -0.93242

Cartesian forces, eV/Å:
H -0.710 0.070 -0.697
O 1.050 -1.175 -0.602
C 0.431 2.725 5.207
C 0.515 1.929 -1.130
O -1.098 -1.022 1.488
Li -0.485 -0.005 -0.760
Be -0.026 -0.393 -0.340
H 0.108 -1.780 -3.472
H 0.215 -0.350 0.306



4.
A molecular structure, C6H13NO. Source: the OMol25 dataset; level of theory: ωB97M-V with the def2-TZVPD basis set.

Calculated values
Gap between HOMO and LUMO: 8.7 eV
Energy: -9966.09653 eV
Energy relative to the best compared isomer or geometry (same formula, charge and spin): 5.0778 eV

Element x y z (Å)
C  -1.12871  -0.52025  0.06446
C  -2.01692  0.07440  -1.01159
C  -1.06210  -2.03822  0.06262
H  -1.48830  -0.19512  1.04462
H  -0.01580  0.33095  0.27072
H  -2.04755  1.16192  -0.94175
H  -3.04738  -0.28661  -0.91636
H  -1.66646  -0.19505  -2.00676
H  -0.38996  -2.40745  0.83992
H  -0.70492  -2.41636  -0.89795
H  -2.04844  -2.47606  0.25361
C  2.01451  1.31258  1.47238
C  1.20187  1.20621  0.21566
C  1.56193  -0.29967  -0.70922
N  0.96398  2.27560  -0.44253
O  2.28950  -1.14706  -0.34236
H  0.40855  2.10090  -1.28244
H  0.48333  -0.49192  -1.11400
H  2.46115  0.36068  1.77331
H  2.83290  2.01739  1.35657
H  1.39882  1.63316  2.31108

Cartesian forces, eV/Å:
C 0.733 1.841 1.337
C 0.159 0.061 0.053
C 0.660 0.177 -0.073
H -0.370 -0.117 0.024
H -2.377 -2.421 -0.533
H 0.004 0.047 -0.032
H 0.107 -0.016 0.037
H -0.001 -0.019 -0.148
H 0.011 -0.015 -0.067
H -0.020 -0.089 0.016
H 0.040 0.212 -0.051
C -0.014 -0.541 0.643
C 3.128 0.036 -1.764
C -3.426 0.350 2.164
N -1.065 -0.179 0.635
O 0.835 0.449 -0.453
H 0.378 -0.160 -0.289
H 1.561 0.046 -1.120
H -0.143 -0.033 -0.213
H -0.093 0.200 -0.150
H -0.108 0.174 -0.017



5.
C6H11NO in the gas phase. Source: the OMol25 dataset; level of theory: ωB97M-V with the def2-TZVPD basis set.

Calculated values
Gap between HOMO and LUMO: 9.8 eV
Energy: -9936.00404 eV
Energy relative to the best compared isomer or geometry (same formula, charge and spin): 2.4504 eV
SMILES: C=NC(=C)CCCO

Element x y z (Å)
C  -2.84860  0.94739  -1.03852
N  -1.93107  0.08423  -0.98225
C  -0.62192  0.44771  -0.51781
C  -0.39214  1.50871  0.24321
C  0.40428  -0.59221  -0.84563
C  0.71419  -1.51691  0.36980
C  1.52869  -0.86589  1.47650
O  2.51806  0.06191  1.06504
H  -3.84185  0.56825  -1.28332
H  -2.83669  2.03802  -0.97811
H  0.56123  1.76373  0.69318
H  -1.19478  2.17494  0.55072
H  1.34884  -0.19644  -1.16821
H  0.08321  -1.23533  -1.65390
H  -0.19434  -1.92498  0.77027
H  1.39905  -2.25074  -0.06786
H  2.02596  -1.65116  2.04002
H  0.90245  -0.39086  2.24190
H  2.45034  0.23597  0.11654

Cartesian forces, eV/Å:
C -1.063 -0.417 -0.904
N 0.439 0.394 0.929
C -0.180 -0.001 -0.608
C -0.168 0.590 0.594
C -0.154 -0.593 1.006
C 1.239 0.803 -1.151
C -0.360 0.241 0.846
O 0.185 0.044 -0.332
H 0.016 -0.023 -0.021
H 0.744 0.015 0.352
H 0.112 -0.305 -0.296
H -0.019 -0.172 -0.148
H 0.344 0.598 -0.373
H -0.345 0.008 -0.198
H -0.293 -0.524 0.122
H -0.515 -0.554 0.190
H 0.244 -0.261 -0.055
H -0.197 0.273 -0.355
H -0.031 -0.113 0.400